# 1
Here is the ion C7H10N with charge +1 at a distorted geometry from OMol25. Energies are from ωB97M-V/def2-TZVPD.

Properties
Energy relative to the best compared isomer or geometry (same formula, charge and spin)   86.63 kcal per mole
Maximum force   0.069 Eh/bohr
Total charge   +1
Total energy   -8899.83655 eV
Kohn-Sham gap (spin up / spin down)   8.366 / 8.370 eV

Geometry (Å):
N: -0.9061 -0.2206 -0.0169
C: 2.8847 0.4737 -1.0691
C: 0.0852 0.5905 2.1114
C: 1.6645 0.1548 -1.3233
C: 0.0408 0.2650 0.7044
C: 0.5219 -0.3100 -1.9705
C: -0.6642 -0.5135 -1.3728
C: -2.2561 -0.4949 0.4835
H: 3.6614 0.4265 -1.8262
H: -2.6915 0.4086 0.9081
H: -2.9027 -0.8446 -0.3162
H: 0.7227 -0.1541 2.5961
H: 0.6153 -0.5365 -3.0263
H: -1.5012 -0.9254 -1.9131
H: 3.2244 0.8025 -0.0995
H: -2.2097 -1.2641 1.2539
H: -0.8835 0.6005 2.6156
H: 0.5940 1.5415 2.2610

# 2
Here is the ion C7H10N with charge +1 at a distorted geometry from OMol25. Energies are from ωB97M-V/def2-TZVPD.

Properties
Energy relative to the best compared isomer or geometry (same formula, charge and spin)   86.25 kcal per mole
Maximum force   0.175 Eh/bohr
Total charge   +1
Total energy   -8899.85307 eV
Kohn-Sham gap   9.708 eV

Geometry (Å):
N: 0.1441 -0.3445 0.7566
C: -2.1488 0.6295 -0.0153
C: 1.0957 1.0816 -1.7820
C: -1.2815 0.3188 -1.2613
C: 1.2284 -1.9957 2.3351
C: 0.6733 -1.0550 1.5120
C: -0.2179 1.3353 -1.1902
C: -0.5805 0.4672 0.1228
H: 1.0123 0.7346 -2.7671
H: -2.7337 1.5241 0.2075
H: 0.7428 -2.1573 3.2726
H: 1.3429 -2.9768 1.8203
H: 1.4711 2.0102 -1.6894
H: 2.1890 -1.6788 2.4902
H: -0.4522 2.3649 -1.2166
H: -2.6218 -0.2416 0.4507
H: 1.7760 0.4749 -1.1149
H: -1.6392 -0.4913 -1.9310

# 3
Here is the ion C7H10N with charge +1 at a distorted geometry from OMol25. Energies are from ωB97M-V/def2-TZVPD.

Properties
Energy relative to the best compared isomer or geometry (same formula, charge and spin)   160.34 kcal per mole
Maximum force   0.080 Eh/bohr
Total charge   +1
Total energy   -8896.64033 eV
Kohn-Sham gap (spin up / spin down)   8.262 / 8.261 eV

Geometry (Å):
N: 1.5678 -0.4617 0.1568
C: -2.5522 -0.1833 0.6229
C: -0.3973 -0.9509 -0.7991
C: -0.8417 0.4584 -0.4153
C: 1.0672 -1.1113 -1.0086
C: -1.3079 -1.0385 0.1795
C: 1.3982 0.8118 0.5984
C: -2.1863 1.0338 -0.1236
H: -2.5360 -0.1307 1.6777
H: 1.7690 -1.1255 0.9139
H: 1.0790 -0.4742 -1.9915
H: -3.3893 -0.7651 0.3939
H: -0.0412 0.9509 0.5339
H: 1.6467 0.9313 1.6571
H: 1.4408 1.6149 -0.0800
H: -2.5742 0.9687 -1.1640
H: -2.1093 2.0018 0.3473
H: 1.4358 -2.2007 -1.0643